ORCA calculation (the ωB97M-V functional and the def2-TZVPD basis) on a structure of composition C22H25F5N3O4SSiTeTl in a non-equilibrium geometry.

Properties
- E (eV) = -80172.088
- HOMO-LUMO gap (eV) = 7.0
- HOMO (eV) = -2.75

The geometry in ORCA input format:
```
! RIJCOSX wB97M-V def2-TZVPD def2/J DEFGRID3
* xyz -2 1
Tl 0.000 0.371 1.047
N 1.456 2.193 1.959
C 1.584 2.019 3.408
C 0.560 1.062 4.045
O 0.297 1.221 5.245
N 0.119 0.099 3.246
C -0.686 -0.959 3.812
C -1.594 -1.681 2.799
O -2.430 -2.466 3.254
O -1.426 -1.430 1.553
H 2.322 1.979 1.480
H 1.132 3.116 1.708
H 1.530 2.968 3.943
H 2.553 1.571 3.630
H -1.316 -0.577 4.618
H -0.036 -1.731 4.241
C -0.722 -1.018 -4.271
Si 1.120 -1.449 -4.196
C 2.082 0.002 -4.941
C 1.465 -2.959 -5.303
C 1.481 -1.942 -2.421
C 1.784 -3.246 -2.052
C 1.749 -3.647 -0.722
C 1.331 -2.730 0.222
N 1.060 -1.471 -0.095
C 1.191 -1.039 -1.364
S 0.989 0.645 -1.581
H -1.043 -0.680 -5.259
H -0.906 -0.211 -3.560
H -1.348 -1.863 -3.977
H 1.740 0.196 -5.961
H 3.158 -0.181 -4.974
H 1.904 0.890 -4.338
H 1.172 -2.755 -6.335
H 0.914 -3.842 -4.971
H 2.528 -3.211 -5.308
H 2.037 -3.968 -2.823
H 2.003 -4.657 -0.435
H 1.191 -3.005 1.260
C -5.706 1.973 0.906
C -4.917 0.906 1.379
C -3.561 0.915 1.209
C -2.911 1.986 0.546
C -1.503 1.998 0.330
C -0.960 3.048 -0.364
C -1.747 4.121 -0.832
C -3.095 4.137 -0.614
C -3.716 3.062 0.062
C -5.117 3.025 0.264
H -6.781 1.950 1.043
H -5.386 0.071 1.885
H -2.961 0.080 1.545
H 0.103 3.051 -0.588
H -1.268 4.928 -1.377
H -3.704 4.961 -0.972
H -5.719 3.841 -0.124
F 2.608 -2.558 3.260
Te 3.839 -1.264 2.621
F 4.381 -2.483 1.245
F 3.723 -0.463 4.350
F 5.039 -2.416 3.601
F 5.510 -0.308 2.414
O 2.903 -0.173 1.629
*
```

---

ORCA calculation (the ωB97M-V functional and the def2-TZVPD basis) on a structure of composition CHFFeLiO3 in a non-equilibrium geometry.

Properties
- E (eV) = -44467.293
- HOMO-LUMO gap (spin up / spin down) (eV) = 10.1 / 8.9
- HOMO (spin up / spin down) (eV) = -25.65 / -25.68
- ΔE to the lowest compared entry with this formula, charge and spin (eV) = 0.0000

The geometry in ORCA input format:
```
! RIJCOSX wB97M-V def2-TZVPD def2/J DEFGRID3
* xyz 3 5
Li 1.566 2.204 1.724
O -0.316 0.772 0.025
H -0.669 0.580 1.712
O -0.704 -1.201 -0.801
O 0.251 0.693 1.301
C -0.026 -0.206 -0.806
F 0.966 -0.013 -1.582
Fe -1.069 -2.828 -1.572
*
```

---

> E of number 2 (CHFFeLiO3)?

-44467.293 eV